Here is a structure of composition C46H77F14N16O14S6 at a distorted geometry from OMol25. Energies are from ωB97M-V/def2-TZVPD.

Total charge   +3
Energy relative to the best compared isomer or geometry (same formula, charge and spin)   0.0 kcal per mole
Kohn-Sham gap   10.11 eV
Multiplicity   1
E_tot   -204492.0455 eV

```
173
C46H77F14N16O14S6 | OMol25 | ωB97M-V/def2-TZVPD
C 7.9734 9.4666 15.4764
C 8.6106 9.5688 14.0585
N 8.0363 10.5843 13.1883
C 6.6989 10.9107 13.0079
C 6.5832 11.8616 12.0411
N 7.8687 12.1487 11.6657
C 8.7300 11.3739 12.3640
C 8.1985 13.0670 10.5591
H 8.0324 10.3780 16.0666
H 8.4670 8.7314 16.0813
H 6.9248 9.1747 15.4590
H 8.5548 8.6023 13.5403
H 9.6849 9.8292 14.1043
H 5.9401 10.3245 13.5219
H 5.7610 12.1336 11.3950
H 9.7943 11.2780 12.1975
H 7.5145 13.8772 10.5166
H 8.2748 12.4999 9.6003
H 9.1847 13.4158 10.8221
C 20.1552 18.9140 17.1788
C 19.7148 17.9025 18.2887
N 18.2224 17.7066 18.1507
C 17.4549 18.5073 19.0211
C 16.1956 18.1051 18.8257
N 16.2324 16.9534 18.0578
C 17.5004 16.7254 17.6513
C 15.1037 16.0569 17.6116
H 19.3593 19.6487 17.0096
H 20.4873 18.4707 16.3181
H 21.0810 19.4457 17.5233
H 19.9066 18.2510 19.3174
H 20.2974 16.9926 18.2766
H 17.8913 19.3378 19.4029
H 15.2611 18.3933 19.3075
H 17.8614 16.0898 16.9130
H 14.3730 16.6776 17.1225
H 14.7725 15.4017 18.4513
H 15.4846 15.2923 16.9348
C 5.3313 14.8412 25.2334
C 6.3024 13.7017 25.0628
N 7.1520 13.9891 23.8559
C 7.3386 13.2773 22.6947
C 8.1200 13.9784 21.8463
N 8.4525 15.1270 22.5109
C 7.8966 15.0980 23.7326
C 9.5743 15.9913 22.0897
H 4.6654 14.5547 26.0743
H 4.6925 14.9332 24.3990
H 5.8035 15.7391 25.5358
H 5.9281 12.6941 25.0074
H 6.9132 13.6443 25.9468
H 6.9606 12.2966 22.5690
H 8.5837 13.7291 20.9153
H 8.1544 15.8242 24.4728
H 9.2432 16.8308 21.4483
H 10.2836 15.3672 21.5927
H 10.0033 16.3565 23.0253
C 18.1292 13.7235 10.4147
C 17.1804 14.7780 10.9591
N 17.8573 15.8196 11.7585
C 18.9222 15.6983 12.5999
C 18.9773 16.8398 13.3030
N 18.0295 17.7196 12.8110
C 17.3951 17.0721 11.8344
C 17.8844 19.1782 13.0586
H 18.8847 14.1274 9.6991
H 17.5560 13.0511 9.8456
H 18.6846 13.0934 11.1088
H 16.4899 14.2205 11.6421
H 16.6692 15.3371 10.1995
H 19.4251 14.7380 12.7450
H 19.6170 17.1034 14.1278
H 16.6291 17.5870 11.3513
H 18.6528 19.7399 12.5749
H 17.6801 19.3406 14.1212
H 16.9421 19.4322 12.6132
C 10.7758 19.4109 11.0658
C 11.7774 18.7855 12.0273
N 11.3038 18.5425 13.3548
C 10.7718 19.5994 14.1106
C 10.4129 19.0754 15.3295
N 10.7887 17.7497 15.3473
C 11.3751 17.4845 14.1776
C 10.6845 16.8699 16.5509
H 10.0555 18.6919 10.7844
H 11.2264 19.7490 10.1713
H 10.2956 20.2198 11.5654
H 12.5802 19.5479 12.1467
H 12.1838 17.8129 11.6768
H 10.6581 20.5612 13.6393
H 9.9639 19.5583 16.1855
H 11.6430 16.4794 13.8624
H 11.5558 16.2467 16.6557
H 9.8119 16.2594 16.6342
H 10.6241 17.5840 17.3839
C 13.0235 9.1072 19.3239
C 13.2518 10.6581 19.1255
N 14.4801 11.2271 19.7031
C 14.5852 12.5724 19.8302
C 15.8349 12.8030 20.2845
N 16.4250 11.5606 20.5922
C 15.6013 10.6484 20.2037
C 17.7708 11.3056 21.1802
H 12.1602 8.8321 18.7150
H 12.7554 8.8796 20.4103
H 13.8597 8.5571 18.9426
H 12.3945 11.1956 19.5182
H 13.3008 10.8455 18.0318
H 13.7540 13.2197 19.4784
H 16.3314 13.7772 20.3463
H 15.6937 9.6032 20.3525
H 18.5161 11.3318 20.3942
H 17.8032 10.1831 21.4078
H 17.9280 11.9450 22.0217
C 15.6051 9.9766 8.7409
C 15.7798 9.2726 10.0608
N 16.8274 9.7929 11.0021
C 16.6007 10.7891 11.8920
C 17.7496 10.9351 12.5751
N 18.6587 10.0908 12.0432
C 18.0663 9.3655 11.1308
C 20.0081 9.7691 12.6132
H 14.7493 9.5767 8.1481
H 16.5079 10.0686 8.1179
H 15.2108 10.9416 9.0845
H 16.0401 8.2023 9.8431
H 14.8358 9.3116 10.5963
H 15.6618 11.2774 12.0041
H 18.0062 11.6880 13.3519
H 18.5377 8.5854 10.5789
H 20.8334 10.4413 12.4500
H 20.3139 8.8645 12.1228
H 19.8497 9.8066 13.7048
N 15.5344 18.3426 15.2588
S 15.1559 17.1257 14.4134
O 13.8628 16.5276 14.6153
O 16.3039 16.2471 14.4068
F 15.0993 17.6925 12.9125
S 14.3635 19.4937 15.4826
O 13.4954 19.2213 16.5961
O 13.7475 19.8744 14.2240
F 15.2952 20.6939 15.8934
C 12.6954 13.2678 13.3764
F 11.6158 13.9130 13.8611
F 13.2706 14.2112 12.5663
F 13.4999 13.0258 14.3769
S 12.3794 11.7703 12.2566
O 11.7615 10.7064 13.0406
O 11.4475 12.2972 11.3076
O 13.7348 11.5164 11.8306
C 10.6900 12.9664 17.7444
F 11.9523 12.6805 17.3657
F 9.8159 13.2262 16.7825
F 10.2328 11.7566 18.3063
S 10.8538 14.2514 19.1354
O 11.9855 15.0100 18.6367
O 9.6141 14.9505 19.1542
O 11.0648 13.4426 20.2864
C 16.3163 10.9464 16.0192
F 15.3970 10.4839 15.1599
F 15.8176 10.7046 17.2566
F 17.4474 10.3001 15.8323
S 16.4306 12.7724 15.8679
O 16.6706 13.0953 14.5078
O 15.1523 13.1571 16.3815
N 17.5585 13.3096 16.7954
S 18.9683 13.5130 16.1038
O 19.4632 12.3475 15.3294
O 19.1849 14.8500 15.5631
C 19.9759 13.4887 17.6605
F 19.5229 14.4847 18.4788
F 20.0221 12.4044 18.4337
F 21.2118 13.7732 17.2773
```

Mulliken population analysis, charges in e, atoms 1 to 99: atom 1 (C): -1.280, atom 2 (C): -0.031, atom 3 (N): 0.287, atom 4 (C): -0.301, atom 5 (C): -0.496, atom 6 (N): 0.199, atom 7 (C): -0.273, atom 8 (C): -0.828, atom 9 (H): 0.310, atom 10 (H): 0.407, atom 11 (H): 0.384, atom 12 (H): 0.211, atom 13 (H): 0.175, atom 14 (H): 0.375, atom 15 (H): 0.421, atom 16 (H): 0.496, atom 17 (H): 0.407, atom 18 (H): 0.287, atom 19 (H): 0.275, atom 20 (C): -1.020, atom 21 (C): -0.584, atom 22 (N): 0.559, atom 23 (C): -1.057, atom 24 (C): -0.510, atom 25 (N): 0.983, atom 26 (C): -0.775, atom 27 (C): 0.158, atom 28 (H): 0.310, atom 29 (H): 0.272, atom 30 (H): 0.356, atom 31 (H): 0.481, atom 32 (H): 0.236, atom 33 (H): 0.575, atom 34 (H): 0.518, atom 35 (H): 1.015, atom 36 (H): 0.046, atom 37 (H): 0.095, atom 38 (H): -0.695, atom 39 (C): -1.176, atom 40 (C): -0.444, atom 41 (N): 0.153, atom 42 (C): -0.747, atom 43 (C): -0.269, atom 44 (N): 0.240, atom 45 (C): -0.117, atom 46 (C): -0.498, atom 47 (H): 0.368, atom 48 (H): 0.360, atom 49 (H): 0.411, atom 50 (H): 0.393, atom 51 (H): 0.274, atom 52 (H): 0.446, atom 53 (H): 0.549, atom 54 (H): 0.381, atom 55 (H): 0.232, atom 56 (H): 0.072, atom 57 (H): 0.385, atom 58 (C): -1.490, atom 59 (C): 0.141, atom 60 (N): 0.262, atom 61 (C): -0.384, atom 62 (C): -0.643, atom 63 (N): 0.296, atom 64 (C): -0.771, atom 65 (C): -0.905, atom 66 (H): 0.398, atom 67 (H): 0.483, atom 68 (H): 0.235, atom 69 (H): 0.028, atom 70 (H): 0.447, atom 71 (H): 0.335, atom 72 (H): 0.504, atom 73 (H): 0.794, atom 74 (H): 0.406, atom 75 (H): 0.277, atom 76 (H): 0.296, atom 77 (C): -1.421, atom 78 (C): -0.216, atom 79 (N): 0.458, atom 80 (C): -0.445, atom 81 (C): -0.656, atom 82 (N): 0.458, atom 83 (C): -0.407, atom 84 (C): -0.833, atom 85 (H): 0.384, atom 86 (H): 0.421, atom 87 (H): 0.395, atom 88 (H): 0.206, atom 89 (H): 0.337, atom 90 (H): 0.476, atom 91 (H): 0.464, atom 92 (H): 0.474, atom 93 (H): 0.144, atom 94 (H): 0.455, atom 95 (H): 0.223, atom 96 (C): -1.618, atom 97 (C): 0.237, atom 98 (N): 0.405, atom 99 (C): 0.173